Computed, not measured: a structure of composition C9H15CoO6 in a non-equilibrium geometry, with ωB97M-V/def2-TZVPD.

HOMO-LUMO gap (spin up / spin down) (eV): 5.72 / 5.68
Calculated total energy (eV): -59477.3836
Largest force on an atom (hartree/bohr): 0.043
Expectation value of S²: 3.758

```
! RIJCOSX wB97M-V def2-TZVPD def2/J DEFGRID3
* xyz 1 4
O -0.19414 2.18774 1.40682
C -0.98629 2.70265 0.63916
C -1.33195 2.07441 -0.67108
O -0.49554 0.95382 -0.86234
C -0.92843 -0.04803 -1.75506
C -1.80605 -1.06641 -1.10597
O -2.61542 -0.57504 -0.23100
C -3.33520 -1.41387 0.68054
H -1.19568 2.81203 -1.47923
H -1.56612 3.59439 0.93164
H -2.40624 1.83057 -0.65075
H -0.02092 -0.55971 -2.10782
H -1.44295 0.37206 -2.63455
H -2.15372 -1.89262 -1.74421
H -0.85411 -1.98564 -0.09560
H -4.27263 -0.89695 0.90265
H -3.52570 -2.39736 0.23254
H -2.72061 -1.47927 1.58632
O 2.55437 1.39718 0.26208
C 3.28712 0.60012 -0.48503
C 2.90909 -0.64874 -0.83084
O 1.60253 -1.00423 -0.47852
C 1.42324 -2.19774 0.27870
C 0.07652 -2.05178 0.96473
O -0.04209 -0.89395 1.59984
Co 0.83165 0.57129 0.62961
H 4.26468 0.96423 -0.83339
H 3.46671 -1.34824 -1.45153
H 2.22634 -2.28283 1.02965
H 1.43741 -3.07992 -0.38063
H -0.14542 -2.95055 1.57155
*
```

---

Computed, not measured: a structure of composition C43H38IrN6O2P, with ωB97M-V/def2-TZVPD.

HOMO-LUMO gap (spin up / spin down) (eV): 6.13 / 6.13
Calculated total energy (eV): -70373.2893
Largest force on an atom (hartree/bohr): 0.009

```
! RIJCOSX wB97M-V def2-TZVPD def2/J DEFGRID3
* xyz 0 1
Ir 0.51513 0.27090 -0.88855
C -1.09904 5.20619 -2.94758
C -1.25949 4.96152 -1.59143
C -1.30350 3.65915 -1.11318
C -1.18068 2.58371 -1.98426
C -1.01517 2.83549 -3.34534
C -0.97747 4.13564 -3.82432
N -1.18661 1.23763 -1.53065
C -2.25253 0.48470 -1.82687
C -3.53762 1.02701 -2.12024
C -4.60618 0.20838 -2.34720
C -4.47400 -1.19565 -2.32498
C -3.23754 -1.74198 -2.11458
C -2.12189 -0.92308 -1.87207
N -0.81089 -1.44206 -1.78178
N -0.73233 -2.59979 -2.25776
C 0.47636 -3.32318 -2.32031
C 0.36796 -4.51743 -3.03673
C 1.48582 -5.31833 -3.16200
C 2.66762 -4.91061 -2.55965
C 2.66573 -3.71137 -1.86335
N 1.59989 -2.92896 -1.74701
H -1.06517 6.22229 -3.31875
H -1.35008 5.78761 -0.89707
H -1.41658 3.47103 -0.05442
H -0.90418 1.99370 -4.01841
H -0.84439 4.31340 -4.88407
H -3.65855 2.10173 -2.11930
H -5.57878 0.64984 -2.52951
H -5.33559 -1.82993 -2.48332
H -3.09543 -2.81362 -2.11905
H -0.58433 -4.78030 -3.47410
H 1.43751 -6.24700 -3.71550
H 3.56913 -5.50399 -2.62443
H 3.56899 -3.35718 -1.37487
C 1.18460 -2.75054 1.26435
C 0.58894 -2.19515 2.51837
C 0.56340 -3.01656 3.64517
C -0.04530 -2.63278 4.82528
C -0.68692 -1.40693 4.88772
C -0.68199 -0.58354 3.77620
C -0.01931 -0.93540 2.59488
P -0.18775 0.33130 1.25944
C -1.99721 0.62376 1.41193
C -2.46952 1.92471 1.56052
C -3.82729 2.19750 1.62280
C -4.73429 1.15379 1.54937
C -4.27245 -0.14712 1.43850
C -2.91314 -0.44130 1.37753
C -2.51392 -1.89369 1.36964
C 0.59062 1.85263 1.89894
C 0.53716 2.32125 3.21331
C 1.08315 3.54717 3.54266
C 1.68825 4.32163 2.55640
C 1.77198 3.84463 1.26312
C 1.24596 2.59638 0.92164
C 1.44137 2.05131 -0.46413
H 1.30285 -3.83158 1.34715
H 2.15469 -2.31378 1.06561
H 0.56379 -2.53858 0.39961
H 1.02706 -3.99364 3.57627
H -0.04513 -3.29872 5.67871
H -1.20894 -1.09772 5.78379
H -1.25077 0.33529 3.82072
H -1.76296 2.74109 1.63908
H -4.16819 3.21931 1.72905
H -5.79855 1.34882 1.58624
H -4.98056 -0.96650 1.39452
H -3.28570 -2.48815 0.88286
H -2.39355 -2.25789 2.39349
H -1.57754 -2.07618 0.84794
H 0.07709 1.73240 3.99324
H 1.03615 3.90155 4.56416
H 2.10431 5.28979 2.80592
H 2.26185 4.43216 0.49461
H 2.52334 1.95047 -0.61381
H 1.12081 2.79591 -1.19662
C 5.68812 -0.69547 0.95066
N 4.68297 -0.63102 -0.10130
C 5.02343 -0.68556 -1.42009
C 4.11781 -0.55780 -2.41072
C 2.75963 -0.34695 -2.00251
O 1.79303 -0.01746 -2.74692
N 2.43639 -0.45292 -0.69537
C 3.35145 -0.44308 0.30455
O 3.08189 -0.31980 1.48845
H 6.67401 -0.61670 0.49843
H 5.61076 -1.63251 1.50157
H 5.53531 0.12209 1.65056
H 6.07885 -0.81880 -1.61832
H 4.39381 -0.55658 -3.45255
*
```

---

Computed, not measured: a structure of composition C40H44AsN5PPdS, with ωB97M-V/def2-TZVPD.

HOMO-LUMO gap (spin up / spin down) (eV): 8.72 / 5.15
Calculated total energy (eV): -134063.5386
Largest force on an atom (hartree/bohr): 0.002
Expectation value of S²: 6.041

```
! RIJCOSX wB97M-V def2-TZVPD def2/J DEFGRID3
* xyz 3 5
Pd -0.16170 -0.75888 0.27799
C -1.93557 -1.99201 -1.86711
N -0.48073 -2.03132 -1.62576
C 0.07294 -3.38890 -1.41176
C 0.62979 -3.55295 -0.02797
N 0.83925 -2.54783 0.79462
C 1.36959 -3.08132 1.96643
C 1.77446 -2.47249 3.15045
C 2.27374 -3.29097 4.14219
C 2.37614 -4.68121 3.96562
C 1.98598 -5.29336 2.79212
C 1.48036 -4.46169 1.80064
N 0.99887 -4.72197 0.51917
C -2.63401 -2.15241 -0.55630
N -2.05850 -1.83777 0.58467
C -2.94546 -2.23124 1.59163
C -2.80392 -2.27398 2.97692
C -3.86482 -2.76462 3.70876
C -5.04066 -3.22040 3.08893
C -5.17425 -3.23082 1.71663
C -4.09745 -2.73911 0.98820
N -3.85734 -2.67751 -0.38076
H -2.25749 -2.76835 -2.56803
H -2.17316 -1.02481 -2.31649
H -0.01829 -1.59874 -2.41755
H 0.87158 -3.56904 -2.13509
H -0.69345 -4.14618 -1.59415
H 1.71254 -1.39979 3.28224
H 2.60220 -2.85837 5.07707
H 2.77688 -5.28413 4.76831
H 2.07360 -6.36251 2.65641
H 0.95267 -5.62710 0.07738
H -1.88308 -1.97811 3.45687
H -3.78722 -2.81870 4.78581
H -5.84761 -3.59492 3.70290
H -6.06391 -3.61495 1.23664
H -4.47005 -3.01576 -1.10623
S 2.51905 -0.69074 -1.20265
C 3.38717 0.38994 -2.18335
C 4.70478 0.09099 -2.59750
C 5.40530 0.99900 -3.36950
C 4.82177 2.20653 -3.73850
C 3.51382 2.52636 -3.34169
C 2.80869 1.62203 -2.58434
As 1.00335 1.91438 -2.01331
C -0.20819 1.21047 -3.30122
C -1.57047 1.51126 -3.21743
C -2.43897 1.00516 -4.17336
C -1.95918 0.17659 -5.18155
C -0.60746 -0.14886 -5.24240
C 0.27463 0.36618 -4.30392
C 0.76857 3.75991 -1.65983
C -0.25582 4.52539 -2.22208
C -0.34227 5.86973 -1.89929
C 0.56586 6.43771 -1.01285
C 1.58022 5.67043 -0.44777
C 1.68297 4.32741 -0.76127
H 5.15470 -0.84442 -2.29354
H 6.41607 0.77308 -3.68048
H 5.38022 2.91423 -4.33685
H 3.07762 3.47408 -3.63252
H -1.95029 2.15268 -2.43130
H -3.48837 1.26667 -4.13950
H -2.63864 -0.20671 -5.93123
H -0.23671 -0.77905 -6.03997
H 1.33407 0.15043 -4.38286
H -0.94986 4.10014 -2.93515
H -1.11305 6.47926 -2.35091
H 0.48772 7.48828 -0.76743
H 2.29192 6.12337 0.22911
H 2.48026 3.73240 -0.32946
C -0.93849 1.61118 4.60580
C -0.92174 0.51287 3.54082
P -0.10234 0.95946 1.97214
C -1.12137 2.32632 1.30726
C -2.41573 1.83735 0.66189
C 1.50633 1.72209 2.43546
C 2.72165 1.24831 1.64510
H -1.59160 1.30959 5.42326
H -1.31843 2.55831 4.22453
H 0.04892 1.78623 5.02917
H -1.94020 0.22600 3.26896
H -0.43706 -0.38785 3.92343
H -0.50601 2.86744 0.58435
H -1.32868 3.02725 2.11851
H -3.02340 2.67909 0.33046
H -3.02183 1.24869 1.35199
H -2.20367 1.20841 -0.21158
H 1.65476 1.53055 3.49876
H 1.38390 2.80395 2.33740
H 2.82415 0.16167 1.66404
H 3.63379 1.67370 2.06224
H 2.65565 1.55935 0.60055
*
```

---

Computed, not measured: a cluster of 34 separate species, H68O34 in total in a non-equilibrium geometry, with ωB97M-V/def2-TZVPD.

HOMO-LUMO gap (eV): 8.80
Calculated total energy (eV): -70722.0324
Largest force on an atom (hartree/bohr): 0.022

```
! RIJCOSX wB97M-V def2-TZVPD def2/J DEFGRID3
* xyz 0 1
O 3.39239 -8.44108 12.47380
H 2.53811 -8.13444 12.77779
H 3.21586 -8.83513 11.61952
O 8.64529 -6.71657 9.36799
H 8.98729 -7.23898 8.64248
H 8.25260 -7.35730 9.96086
O 4.52515 -10.25044 8.85554
H 4.81838 -10.19675 7.94594
H 5.26143 -10.64599 9.32209
O 9.98851 -3.76113 15.80324
H 10.06134 -4.69188 15.59197
H 9.06896 -3.63997 16.03983
O 7.27419 -8.77028 10.77515
H 8.00751 -9.33111 11.02804
H 6.62746 -9.37232 10.40701
O 10.11029 -2.80503 11.39828
H 9.25090 -3.15767 11.16736
H 9.91990 -1.97170 11.82902
O 5.10605 -2.41681 11.29811
H 5.51694 -1.55325 11.25727
H 4.34160 -2.29249 11.86059
O 8.53622 -11.57981 12.40175
H 7.64514 -11.78395 12.11795
H 8.43862 -10.81264 12.96580
O 11.86778 -7.25002 12.56256
H 12.40004 -6.93724 11.83105
H 12.43082 -7.14795 13.32990
O 7.86589 -9.56626 14.76288
H 8.64716 -9.65747 15.30834
H 7.50418 -8.71304 15.00249
O 6.75663 -6.28594 12.14655
H 6.84063 -7.17631 11.80537
H 7.65582 -6.01279 12.32842
O 4.47826 -6.25265 10.31249
H 3.69206 -6.54873 10.77125
H 5.12766 -6.12866 11.00469
O 7.24746 -2.81930 13.77630
H 7.46672 -3.07193 12.87946
H 6.79751 -3.58302 14.13756
O 6.41260 -4.74399 15.75917
H 6.68567 -4.81107 16.67413
H 5.48934 -4.49500 15.80190
O 2.87658 -7.00483 15.67280
H 2.84179 -7.66681 14.98229
H 3.34608 -6.27025 15.27759
O 8.87080 -0.74890 13.18647
H 9.46010 -0.73374 13.94061
H 8.24316 -1.44344 13.38628
O 4.66586 -7.57459 7.31548
H 4.79577 -8.09423 8.10878
H 4.04726 -8.08495 6.79290
O 7.82090 -0.99601 9.86106
H 7.93737 -1.91236 9.61012
H 8.70200 -0.62365 9.82572
O 5.66200 -10.19396 13.25561
H 6.34764 -10.02743 13.90245
H 5.24741 -9.34184 13.12056
O 5.97019 -7.36515 15.10327
H 6.28535 -6.97488 14.28804
H 6.06519 -6.67010 15.75450
O 2.78247 -4.93280 13.74043
H 1.92921 -5.13378 13.35600
H 2.98590 -4.05192 13.42592
O 10.28688 -9.07446 11.52867
H 10.50568 -9.74706 12.17363
H 10.86475 -8.34147 11.74088
O 8.10761 -4.22516 7.82799
H 7.26601 -3.83999 8.07208
H 8.16806 -5.02269 8.35385
O 2.15033 -5.37817 8.75613
H 2.96451 -5.81891 8.99921
H 2.18845 -4.53625 9.20994
O 5.13976 -3.33409 8.68771
H 5.18039 -2.78913 9.47358
H 5.00732 -4.22255 9.01835
O 6.83293 -11.57531 9.79215
H 6.74001 -12.51993 9.91584
H 7.76518 -11.44673 9.61722
O 7.34073 -3.79322 10.93293
H 6.47748 -3.39317 11.03776
H 7.20216 -4.71892 11.13319
O 3.67246 -11.90795 12.87582
H 3.31011 -12.00337 13.75663
H 4.32768 -11.21520 12.95961
O 9.36762 -10.40929 9.39557
H 9.87256 -11.18999 9.16804
H 9.83166 -10.03285 10.14336
O 9.65182 -5.61896 12.21198
H 10.29506 -6.23437 11.86019
H 9.94604 -4.76189 11.90361
O 9.00071 -6.93331 17.52806
H 9.54548 -7.70683 17.38273
H 9.01748 -6.46744 16.69205
O 7.99488 -9.62966 7.29310
H 7.83448 -10.55908 7.12977
H 8.56807 -9.61612 8.05958
O 9.94269 -6.40041 14.99766
H 10.84680 -6.54239 15.27812
H 9.99436 -6.33738 14.04394
O 4.79764 -9.55978 16.05856
H 5.22511 -8.79937 15.66450
H 5.51691 -10.15078 16.28131
*
```